Record 1
10
Properties=species:S:1:pos:R:3:forces:R:3:lowdin_charge:R:1 method="wB97M-V/def2-TZVPD" largest_force_ev_per_a=3.08 e_above_lowest_kcal_mol=78.6 total_energy_ev=-25758.989 homo_lumo_gap_ha="0.28278 / 0.20134" multiplicity=1 charge=+1
S -3.1693 -2.1530 2.2857 -0.1 -1.8 -1.7 0.24
S -1.5463 -1.1187 2.2933 0.6 0.5 0.0 0.07
N 0.1025 0.4439 -1.8544 1.4 0.9 -0.8 0.17
N 0.8795 -0.8223 0.0504 -1.1 1.4 -1.6 0.13
C -0.0106 -0.2013 -0.7442 2.4 -1.3 1.5 -0.05
H 1.9133 -0.6771 -0.1521 -1.7 -0.5 0.7 0.17
H 0.9868 0.7457 -2.3635 -0.9 -1.0 1.2 0.19
H 0.4622 -1.3085 0.8818 0.8 0.4 -0.8 0.03
H -0.6545 0.9892 -2.2148 -0.9 0.0 0.0 0.13
H -2.9126 -3.1020 1.1908 -0.5 1.3 1.7 -0.09



Record 2
19
Properties=species:S:1:pos:R:3:forces:R:3:lowdin_charge:R:1 method="wB97M-V/def2-TZVPD" largest_force_ev_per_a=1.20 e_above_lowest_kcal_mol=36.1 total_energy_ev=-9936.890 homo_lumo_gap_ha=0.37222 multiplicity=1 charge=0
O -2.3050 1.5219 -1.1863 0.0 0.0 0.0 0.05
N -2.4827 -1.3690 -0.7995 0.3 0.3 0.2 0.04
C 1.0117 -0.5024 0.1144 -0.4 0.3 -0.3 -0.12
C -1.5133 -0.4624 -0.1517 -0.6 -1.1 -0.1 -0.37
C -1.9527 0.9878 -0.1658 -0.3 0.2 -0.2 -0.22
C 2.8819 0.7045 1.2508 0.2 0.1 0.5 -0.11
C 1.7464 0.5871 0.2834 0.4 -0.1 0.2 -0.17
C -0.1552 -0.5876 -0.8286 0.6 -0.2 -0.6 -0.18
H 3.8528 0.8147 0.7733 0.0 0.1 -0.3 0.07
H -0.0955 -1.5456 -1.3435 -0.3 -0.3 0.2 0.11
H -3.3689 -1.3567 -0.3026 0.1 0.1 -0.3 0.07
H -2.6134 -1.1127 -1.7694 -0.3 0.1 0.0 0.07
H 2.7689 1.5908 1.8907 -0.1 -0.2 -0.1 0.07
H 2.9791 -0.1686 1.9003 -0.2 0.0 0.0 0.07
H -1.4553 -0.8478 0.8612 0.2 0.3 0.4 0.13
H -1.9753 1.5674 0.7745 0.1 -0.1 0.2 0.12
H 1.5569 1.4777 -0.3110 -0.2 -0.1 -0.1 0.11
H 1.2053 -1.4213 0.6639 0.1 0.2 0.2 0.11
H -0.0858 0.1223 -1.6543 0.1 0.4 0.2 0.12



Record 3
13
Properties=species:S:1:pos:R:3:forces:R:3:lowdin_charge:R:1 method="wB97M-V/def2-TZVPD" largest_force_ev_per_a=0.30 e_above_lowest_kcal_mol=23.7 total_energy_ev=-9272.474 homo_lumo_gap_ha=0.33103 multiplicity=1 charge=0
O -0.7758 -0.5596 1.2427 0.0 0.1 0.0 -0.08
N 0.4185 -0.3895 -0.8126 0.0 0.2 0.0 0.12
N 0.6394 1.8061 -0.8931 0.0 -0.1 0.0 0.04
C -0.0704 1.5373 0.2634 0.0 -0.1 0.0 -0.03
C 0.9035 0.6251 -1.4937 0.1 0.1 -0.1 -0.20
C -0.1803 0.1706 0.2768 0.0 0.1 0.0 -0.39
C -0.8460 -1.9536 0.9853 0.0 -0.3 0.0 -0.09
H -0.4134 2.3056 0.9376 0.1 -0.1 -0.1 0.11
H 0.9123 2.7174 -1.2231 0.0 -0.1 0.0 0.15
H 1.4523 0.5484 -2.4227 -0.1 0.0 0.1 0.12
H -1.6086 -2.1744 0.2290 0.1 0.0 0.1 0.09
H -1.1166 -2.4226 1.9325 0.0 0.1 -0.1 0.09
H 0.1141 -2.3379 0.6311 -0.1 0.0 0.1 0.08



Record 4
107
Properties=species:S:1:pos:R:3:forces:R:3:lowdin_charge:R:1 method="wB97M-V/def2-TZVPD" s2=0.771 largest_force_ev_per_a=2.88 e_above_lowest_kcal_mol=60.9 total_energy_ev=-143556.551 homo_lumo_gap_ha="0.24731 / 0.25491" multiplicity=2 charge=+1
Rh -0.0145 0.5900 -0.4281 -1.0 2.5 -0.9 1.00
Ge 0.6867 -1.9569 -0.3817 0.0 -1.4 0.4 1.10
S -4.1918 2.3808 -1.2709 0.0 0.4 -0.2 1.14
Si -3.1540 -1.2765 -0.6870 -0.5 -0.3 0.4 0.28
Si 0.3235 4.0046 -1.7648 0.0 0.2 -0.2 0.42
O -1.5685 -0.8779 -0.7319 1.3 -0.8 0.2 -0.52
N -0.1264 0.2342 1.7721 -0.2 -0.4 -0.3 0.03
N 2.2167 0.8720 -1.3373 -0.2 -0.4 0.0 0.11
N -2.1859 1.2940 -2.6612 -0.1 0.4 0.4 0.14
N 0.7130 2.5063 -0.9097 -0.5 -0.9 0.8 -0.12
N -1.8566 1.7663 -0.3551 0.1 -0.6 -0.6 0.00
N -1.1945 -0.4944 3.5574 0.0 0.1 0.1 0.17
C -1.4573 4.5289 -1.8070 -0.2 -0.1 0.2 -0.17
C -0.0144 0.9522 5.2907 -0.1 0.0 0.1 0.00
C 4.3567 2.4377 -0.5735 0.0 0.1 0.0 -0.03
C 3.4792 0.4186 -1.5191 -0.1 0.0 0.0 -0.32
C -0.9106 -5.6659 2.1392 0.0 0.0 0.0 -0.07
C -0.3095 -2.4862 -3.0576 0.2 -0.2 -0.1 -0.11
C -3.4595 -3.0646 -0.2423 0.3 0.0 -0.1 -0.16
C 1.6730 2.3533 4.2409 0.0 0.0 0.0 -0.06
C 2.4100 -1.9226 0.6011 -0.2 1.0 -0.1 -0.31
C -2.7570 3.4974 2.8132 0.0 0.0 0.0 -0.05
C 1.8648 -3.4341 -2.6393 -0.1 -0.2 0.0 -0.12
C -4.6092 3.5310 1.2676 -0.1 0.0 -0.1 -0.06
C 3.6723 -0.8830 -2.2268 -0.1 0.2 0.0 -0.01
C -2.5969 1.7094 -1.4448 0.0 0.4 0.3 -0.72
C 0.8211 -3.7053 -4.7973 0.0 0.0 0.1 -0.07
C -2.5136 2.4440 0.6816 0.2 0.0 -0.1 -0.32
C 0.0514 -3.4623 2.0522 0.0 -0.3 -0.1 -0.13
C -3.8146 2.8366 0.3667 0.1 0.1 -0.1 -0.47
C 0.7634 -2.7092 -2.1902 -0.3 0.9 -0.3 -0.30
C 2.8965 -0.7884 1.2492 0.3 -0.3 0.0 -0.13
C 1.2556 5.4678 -1.0552 0.1 0.0 0.2 -0.18
C 3.1434 -3.1070 0.6347 0.0 0.0 0.1 -0.11
C 3.0769 2.9215 -0.4247 0.2 -0.1 0.2 -0.04
C 0.9792 1.9073 5.3793 0.0 0.0 0.0 -0.07
C 4.5646 1.1938 -1.1640 0.0 0.1 0.0 -0.03
C 4.3793 -3.1362 1.2682 0.0 0.0 0.0 -0.06
C -0.2831 -2.9901 -4.3547 0.0 0.0 0.1 -0.07
C -0.0255 -3.4722 0.6549 -0.6 0.6 0.2 -0.29
C -0.9701 -5.6921 0.7542 0.1 0.0 0.0 -0.07
C -4.0061 -1.0351 -2.3522 0.0 0.1 -0.2 -0.16
C 0.3763 0.9054 2.8856 0.3 -0.2 -0.1 -0.26
C 1.8911 -3.9266 -3.9371 0.0 -0.1 0.0 -0.06
C -4.0688 3.8542 2.4996 0.0 0.0 0.1 -0.07
C -0.2953 0.4574 4.0211 0.0 -0.1 0.0 -0.18
C -1.9719 2.7983 1.9110 0.0 0.0 0.0 -0.01
C 2.0116 2.1284 -0.8761 0.5 -0.2 -0.2 -0.50
C 1.3809 1.8659 2.9828 0.0 0.1 -0.1 -0.02
C 4.8797 -1.9932 1.8821 0.0 0.0 0.0 -0.07
C -0.3986 -4.5475 2.7910 0.1 0.0 0.0 -0.07
C -0.5349 -4.5971 0.0153 -0.1 0.0 0.1 -0.11
C -4.1411 -0.3363 0.6260 0.1 0.1 0.0 -0.15
C -1.0481 -0.5870 2.2220 0.1 0.3 0.3 -0.18
C 0.9045 3.7405 -3.5204 0.1 -0.1 0.0 -0.16
C 4.1334 -0.8234 1.8855 -0.1 0.0 0.1 -0.07
H -4.8595 -1.7159 -2.4326 0.1 0.0 0.1 0.05
H 0.4936 -2.6164 2.5678 0.0 0.0 0.0 0.09
H -3.3334 -1.2536 -3.1910 -0.1 0.0 0.1 0.03
H 0.7603 6.3861 -1.3842 0.1 0.0 0.0 0.04
H 3.1324 -1.6720 -1.7234 0.1 0.1 0.0 0.01
H -4.5422 -3.2362 -0.2142 0.1 0.0 0.0 0.05
H 0.8500 -4.0939 -5.8080 0.0 0.0 0.0 0.11
H 2.8713 3.8726 0.0440 0.1 -0.1 -0.1 0.09
H -1.6183 -1.2629 1.6064 0.0 0.1 0.1 0.10
H -1.1685 -1.9337 -2.7038 0.0 0.0 0.0 0.06
H 4.9460 -4.0587 1.2968 0.0 0.0 0.0 0.11
H 4.7255 -1.1497 -2.2811 0.0 0.0 0.0 0.10
H 2.7512 -4.0110 0.1797 0.0 0.0 0.1 0.11
H -4.3948 -0.0185 -2.4739 -0.1 -0.3 0.0 -0.01
H -1.3538 -6.5667 0.2425 0.0 0.0 0.0 0.11
H -1.8333 -1.0380 4.1114 0.0 0.0 0.0 0.17
H 2.7539 -4.4899 -4.2743 -0.1 0.0 0.0 0.11
H 0.4795 2.8226 -3.9401 0.0 0.1 0.0 0.03
H 5.5638 0.8312 -1.3608 0.0 0.0 0.0 0.12
H -1.2505 -6.5193 2.7125 0.0 0.0 0.0 0.11
H 2.4559 3.0931 4.3584 -0.1 0.0 0.0 0.11
H -2.3407 3.7789 3.7734 0.0 0.0 -0.1 0.11
H -0.9485 2.5487 2.1374 -0.1 0.1 0.0 0.09
H 1.9018 2.2141 2.0950 0.0 0.0 0.1 0.10
H -4.7496 0.4550 0.1798 0.0 -0.3 0.2 -0.01
H 4.5088 0.0614 2.3880 0.0 0.0 0.0 0.11
H -3.5051 0.1370 1.3843 -0.2 -0.1 -0.1 0.02
H -1.1262 -2.8261 -5.0174 0.1 0.0 0.0 0.11
H 5.8484 -2.0196 2.3672 -0.1 0.0 0.0 0.11
H -0.6021 -4.6204 -1.0654 0.0 0.0 0.0 0.10
H -2.0481 3.9335 -2.5018 0.0 0.1 0.0 0.01
H -5.6211 3.8185 1.0086 0.1 0.0 0.0 0.12
H 3.2657 -0.8085 -3.2378 0.0 0.0 0.0 0.10
H 2.3147 0.1218 1.2611 0.1 0.0 -0.1 0.05
H 1.9960 3.6540 -3.5576 -0.1 0.0 0.0 0.03
H -1.9400 4.5168 -0.8246 0.0 0.1 -0.1 0.03
H -2.8889 1.0261 -3.3297 0.1 0.0 0.0 0.10
H -1.4780 5.5618 -2.1704 0.1 -0.1 0.0 0.05
H 1.2620 5.4674 0.0401 0.0 0.1 -0.1 0.04
H -3.0187 -3.7389 -0.9793 0.0 -0.1 0.1 0.03
H -4.8226 -1.0241 1.1348 0.1 0.0 0.0 0.04
H -0.3320 -4.5320 3.8732 0.0 0.0 0.0 0.11
H 2.2900 5.4997 -1.4078 -0.1 0.0 0.1 0.03
H 2.7072 -3.6298 -1.9855 0.0 0.0 -0.1 0.09
H 0.6078 4.5776 -4.1599 0.1 0.0 0.0 0.04
H -4.6636 4.3984 3.2230 0.0 0.0 -0.1 0.11
H -3.0391 -3.3061 0.7380 0.0 -0.1 0.0 0.03
H 1.2377 2.3165 6.3478 0.0 0.0 0.0 0.11
H 5.2017 3.0371 -0.2537 0.0 0.0 0.0 0.12
H -1.3255 0.7823 -2.6955 0.3 -0.3 -0.1 0.09
H -0.5480 0.6028 6.1671 0.1 0.0 0.0 0.12



Record 5
14
Properties=species:S:1:pos:R:3:forces:R:3:lowdin_charge:R:1 method="wB97M-V/def2-TZVPD" largest_force_ev_per_a=6.03 e_above_lowest_kcal_mol=86.6 total_energy_ev=-9174.762 homo_lumo_gap_ha="0.27698 / 0.27695" multiplicity=1 charge=+1
N 1.0007 0.3398 1.2295 2.5 -2.2 -1.3 0.14
N -0.5447 1.0583 -0.4208 -4.4 -3.6 2.1 0.22
N -2.0625 -0.4741 0.1784 -2.4 -0.2 -0.3 0.05
N -1.0865 -1.1316 0.4761 2.1 2.4 0.1 0.19
C 0.1737 -0.0926 0.2021 1.2 -1.7 -0.3 -0.51
C -1.8638 0.8532 -0.2218 4.1 0.3 0.2 0.06
C 0.9328 -1.0220 -0.8127 2.0 1.0 1.3 0.00
H 0.1934 -1.5404 -1.3614 -0.5 -1.0 -0.6 0.05
H 0.0647 1.7485 -0.7248 0.6 2.3 -0.8 0.15
H 1.9600 -0.1011 1.3719 -2.1 0.7 -0.6 0.15
H -2.6954 1.5286 -0.1548 -0.1 0.4 -0.7 0.15
H 0.8258 1.0155 1.9021 -1.1 1.3 1.2 0.08
H 1.5839 -0.4571 -1.6043 -0.9 -0.9 1.9 0.13
H 1.5178 -1.7250 -0.0596 -1.0 1.2 -2.2 0.14



Record 6
57
Properties=species:S:1:pos:R:3:forces:R:3:lowdin_charge:R:1 method="wB97M-V/def2-TZVPD" largest_force_ev_per_a=0.95 e_above_lowest_kcal_mol=97.1 total_energy_ev=-29369.743 homo_lumo_gap_ha=0.32605 multiplicity=1 charge=0
O 5.8057 -1.6452 -5.5294 0.1 -0.2 -0.1 -0.01
O -5.5776 1.9634 4.1843 -0.2 0.2 0.4 -0.06
N -1.2364 0.9194 0.4883 0.0 0.1 -0.1 -0.16
N -2.3972 -0.5237 2.7287 0.0 0.1 -0.1 -0.10
C -2.2074 1.4941 1.3915 0.1 0.0 0.3 -0.14
C 2.2358 0.4068 -0.3185 -0.1 0.1 0.1 -0.03
C -2.1763 0.9186 2.8242 0.0 0.3 -0.1 -0.30
C -1.3589 -1.1171 1.8996 0.0 0.0 -0.3 -0.16
C 0.5206 1.2174 -1.7801 0.0 0.0 0.1 -0.03
C -2.6143 -1.2373 3.9857 0.0 -0.2 0.1 -0.42
C 1.2864 0.8810 -2.8765 0.0 0.0 0.0 -0.02
C 4.8359 -0.6839 -5.9288 0.0 0.3 -0.5 -0.64
C -1.3739 -1.3823 4.8796 -0.3 0.2 -0.2 -0.05
C 5.5232 0.5834 -6.4636 0.0 -0.3 0.0 -0.02
C 3.3375 -0.0403 -3.8213 0.4 -0.2 -0.8 0.04
C 3.9857 -0.3161 -4.7973 -0.2 0.0 0.6 0.06
C 0.1318 1.3665 0.6898 -0.1 0.0 0.1 -0.16
C -1.3961 -0.5214 0.4903 0.0 -0.2 0.1 -0.15
C 2.5457 0.3046 -2.7007 -0.2 0.1 0.5 -0.24
C -4.6577 1.4448 3.2502 0.3 -0.2 -0.1 -0.27
C -3.2370 -2.6091 3.7108 0.0 0.3 0.1 -0.06
C 3.0144 0.0703 -1.4093 0.0 0.0 -0.1 -0.03
C -3.2047 1.6627 3.6842 -0.1 -0.2 -0.2 -0.13
C 0.9854 0.9854 -0.4895 0.1 0.0 0.0 -0.22
C 3.9874 -1.3457 -7.0177 0.3 0.0 0.2 -0.02
H -2.3678 -0.7410 0.0386 0.0 -0.1 0.0 0.13
H -0.6133 -0.9688 -0.1254 -0.1 0.0 0.0 0.12
H 6.1824 0.3182 -7.2871 0.0 0.0 -0.1 0.09
H 4.7803 1.2951 -6.8137 -0.1 0.1 0.0 0.09
H -1.1771 1.1326 3.2569 -0.1 0.0 -0.1 0.14
H 0.9219 1.0603 -3.8774 0.0 0.0 -0.1 0.12
H -3.0990 1.3666 4.7321 0.0 0.0 0.0 0.11
H 3.2124 -0.6649 -7.3586 0.0 0.1 0.0 0.09
H -2.9765 2.7299 3.6370 0.0 0.0 0.1 0.12
H -0.3536 -0.9588 2.3283 0.0 -0.1 0.0 0.12
H 4.6259 -1.6211 -7.8529 0.1 0.0 -0.1 0.09
H -4.8667 1.9825 2.3246 0.0 -0.1 0.0 0.12
H -1.6614 -1.8168 5.8339 0.0 -0.1 0.1 0.08
H 6.3254 -1.2807 -4.8049 -0.1 0.0 0.0 0.10
H 6.1123 1.0557 -5.6783 0.0 0.0 0.0 0.09
H 0.5930 0.9812 1.6140 0.0 0.1 -0.1 0.11
H -3.1913 1.2878 0.9632 -0.1 0.1 0.1 0.12
H -3.3603 -0.6639 4.5404 0.0 0.0 0.0 0.12
H 0.1050 2.4596 0.7669 0.0 -0.1 0.1 0.13
H 3.5255 -2.2457 -6.6203 -0.1 0.0 0.0 0.09
H -2.4962 -3.3269 3.3684 0.1 -0.1 0.0 0.07
H 3.9864 -0.3802 -1.2688 0.0 0.0 0.0 0.12
H -5.4387 1.5291 5.0334 0.0 0.0 -0.1 0.08
H -4.8370 0.3754 3.0793 0.0 0.1 -0.1 0.12
H -0.9181 -0.4125 5.0691 0.1 0.1 0.1 0.07
H -2.0604 2.5757 1.4295 0.0 0.0 0.0 0.13
H -1.5331 -2.1898 1.8289 0.1 0.0 0.0 0.12
H -0.6345 -2.0327 4.4186 0.1 -0.1 0.0 0.07
H -0.4573 1.6557 -1.9072 -0.1 0.0 0.0 0.12
H -4.0114 -2.5172 2.9540 -0.1 0.0 -0.1 0.08
H 2.6074 0.2173 0.6793 0.0 0.0 0.1 0.11
H -3.6822 -2.9981 4.6234 0.0 -0.1 0.1 0.08